The following is a DFT calculation (ωB97M-V/def2-TZVPD) of a structure of composition C43H51BrIN4OsP2Se2Si at a distorted geometry.

The calculation puts the highest occupied orbital energy (alpha / beta) at -15.7 / -15.7 eV. As for the spin multiplicity: 5. As for the net charge: +3. The calculation puts the LUMO energy (alpha / beta) at -8.507 / -10.060 eV. As for the expectation value of S²: 6.02.

```
106
Properties=species:S:1:pos:R:3:forces:R:3:lowdin_spin:R:1
Os -0.30356 0.28643 0.17879 -0.39 1.28 0.06 2.36
Se -1.48600 5.70073 -2.89874 -0.12 0.14 0.12 0.76
P -0.27162 4.32636 -4.10183 0.28 -0.25 -0.12 0.06
C -1.14265 3.86092 -5.58078 -0.16 0.12 0.03 0.01
C -2.25109 4.61067 -5.97424 0.02 -0.09 -0.08 0.02
C -2.85561 4.34515 -7.19316 0.00 0.00 -0.01 0.00
C -2.35332 3.34080 -8.00843 0.00 0.02 0.02 0.00
C -1.25503 2.58742 -7.60614 0.01 0.00 -0.03 0.00
C -0.64136 2.84296 -6.39425 0.00 -0.02 -0.04 0.00
C 1.32553 5.00887 -4.51046 0.03 0.06 0.15 0.00
C 1.57678 6.37219 -4.36958 0.04 0.00 -0.06 0.00
C 2.80351 6.88298 -4.77246 -0.01 -0.01 0.00 0.00
C 3.76224 6.03798 -5.31535 0.00 0.01 0.00 0.00
C 3.50926 4.67618 -5.45007 0.00 -0.02 -0.01 0.00
C 2.29205 4.15512 -5.04770 0.03 0.00 0.01 0.00
C -0.08721 2.86410 -3.05484 -0.23 0.10 -0.08 0.04
C 0.31955 2.63322 -1.74944 -0.05 -0.37 0.17 0.02
N -0.08813 1.35519 -1.49078 -0.15 -0.05 -0.67 0.03
N -0.68125 0.83585 -2.58389 0.23 0.41 0.10 0.03
N -0.69866 1.72969 -3.51230 0.12 -0.03 0.14 0.02
P 1.17090 3.44958 -0.38456 -0.01 0.08 -0.05 0.02
Se 0.83277 2.04917 1.33280 -0.10 -0.25 -0.15 0.16
C 0.34264 4.99543 -0.04597 0.04 0.03 -0.04 0.03
C 1.04694 6.19872 -0.01039 -0.05 0.00 0.04 0.00
C 0.36540 7.37530 0.27347 0.01 -0.01 0.00 0.01
C -0.99795 7.34644 0.53319 0.00 -0.01 0.02 0.00
C -1.69637 6.14072 0.52124 0.01 -0.03 -0.01 0.02
C -1.03171 4.96000 0.23178 0.03 0.13 -0.08 0.04
C 2.91507 3.65304 -0.67574 0.02 -0.09 -0.06 0.00
C 3.83332 2.91744 0.07762 0.04 0.07 -0.08 0.01
C 5.18961 3.06117 -0.16909 -0.02 -0.01 0.02 0.00
C 5.62762 3.93144 -1.15624 0.03 -0.01 0.01 0.00
C 4.71396 4.66692 -1.90218 -0.03 0.03 -0.03 0.00
C 3.35614 4.53140 -1.67233 0.08 -0.05 0.05 0.00
H -2.65183 5.39492 -5.34249 0.00 0.01 -0.01 0.02
H -3.71638 4.92171 -7.50383 0.02 0.00 0.00 0.00
H -2.81903 3.14182 -8.96487 0.00 -0.01 0.03 0.00
H -0.87670 1.79719 -8.24084 -0.01 0.02 0.01 0.00
H 0.20015 2.23748 -6.08457 -0.02 0.02 -0.01 0.00
H 0.82463 7.03383 -3.95956 0.01 0.00 0.01 0.00
H 3.00322 7.94191 -4.67349 0.00 -0.02 -0.01 0.00
H 4.71178 6.44286 -5.64329 -0.03 -0.01 0.01 0.00
H 4.25809 4.02202 -5.87712 -0.01 0.02 0.01 0.00
H 2.09999 3.09413 -5.15922 0.03 0.02 0.03 0.00
H 2.11354 6.21977 -0.19257 -0.04 0.02 0.03 0.00
H 0.90412 8.31382 0.30186 -0.02 -0.03 0.00 0.00
H -1.52026 8.26677 0.76310 0.01 -0.03 -0.01 0.00
H -2.75561 6.12431 0.74502 0.03 0.00 0.00 0.00
H -1.57015 4.01806 0.23052 -0.01 0.00 0.01 0.00
H 3.50077 2.24357 0.85389 0.01 -0.03 -0.01 0.01
H 5.90276 2.49324 0.41312 -0.01 0.02 -0.01 0.00
H 6.68828 4.04070 -1.34395 -0.03 0.01 0.00 0.00
H 5.05982 5.35131 -2.66494 0.00 -0.01 0.01 0.00
H 2.65356 5.11065 -2.25614 0.00 0.01 -0.04 0.00
I -5.29335 0.24535 3.47899 0.00 0.02 -0.03 0.00
C -4.44200 0.69687 1.64122 -0.01 -0.05 0.14 0.00
C -5.13888 1.39737 0.66706 -0.02 0.06 -0.09 0.01
C -4.51769 1.64822 -0.54847 -0.07 -0.01 0.02 0.00
C -3.22563 1.21261 -0.75245 -0.02 -0.04 -0.08 0.02
N -2.54594 0.55283 0.19924 0.40 -0.25 0.11 0.10
C -3.14741 0.29173 1.37375 -0.07 0.03 -0.07 0.02
H -6.15050 1.73665 0.84990 0.01 -0.03 -0.01 0.00
H -5.03567 2.16905 -1.34251 0.00 -0.02 0.02 0.00
H -2.73067 1.35670 -1.70159 0.01 0.02 0.04 0.00
H -2.57940 -0.26087 2.10914 0.03 0.02 -0.03 0.00
C 1.50931 -4.80764 2.82990 0.13 -0.10 0.02 0.00
C 1.80692 -3.85799 4.00118 -0.12 0.31 -0.18 0.00
C 3.01600 -2.99382 3.60416 0.15 -0.15 -0.02 0.00
C 2.16123 -4.68164 5.25874 0.04 -0.04 0.06 0.00
Si 0.30599 -2.80955 4.48091 -0.05 -0.10 -0.11 0.00
Br -0.05783 -1.50866 1.71347 0.13 -1.00 0.76 0.16
C 0.55754 -1.17234 5.39166 -0.07 0.10 -0.24 0.00
C -0.61457 -0.18810 5.23756 0.06 0.11 0.12 0.00
C 0.69118 -1.57820 6.87774 -0.02 -0.07 0.06 0.00
C 1.82129 -0.41684 4.95446 0.03 0.11 0.15 0.00
C -1.40830 -3.62302 4.48369 0.09 0.22 -0.18 0.00
C -1.44747 -4.50712 5.75071 0.01 -0.06 0.06 0.00
C -2.53877 -2.58589 4.56617 -0.13 -0.08 0.05 0.00
C -1.67199 -4.49946 3.24523 -0.10 -0.05 0.05 0.00
H 2.44873 -5.29260 2.54824 -0.05 0.03 0.01 0.00
H 1.12975 -4.29275 1.94408 0.01 -0.03 0.05 0.00
H 0.81875 -5.59854 3.10083 -0.03 -0.04 0.00 0.00
H 3.78375 -3.65732 3.19432 -0.06 0.04 0.02 0.00
H 3.46107 -2.49044 4.45728 0.02 -0.04 -0.05 0.00
H 2.77817 -2.25366 2.83559 0.02 -0.04 0.05 0.00
H 3.03857 -5.29355 5.02718 -0.03 0.03 0.01 0.00
H 1.36230 -5.36246 5.55689 0.08 0.02 -0.02 0.00
H 2.42071 -4.05437 6.11596 0.01 -0.05 -0.06 0.00
H -1.53392 -0.54160 5.68895 -0.01 0.03 -0.01 0.00
H -0.80833 0.06479 4.19014 0.01 -0.02 0.06 0.00
H -0.34005 0.73676 5.75541 -0.02 -0.05 -0.05 0.00
H -0.20526 -2.07508 7.26008 0.06 0.07 -0.01 0.00
H 0.83989 -0.67022 7.47026 0.00 -0.05 -0.02 0.00
H 1.54968 -2.23094 7.05910 -0.05 0.07 0.01 0.00
H 1.81446 -0.17802 3.88676 0.01 -0.03 0.05 0.00
H 2.73677 -0.94884 5.18859 -0.02 0.06 0.01 0.00
H 1.85203 0.52685 5.50919 -0.01 -0.05 -0.05 0.00
H -1.29112 -3.93807 6.67189 -0.04 -0.06 -0.07 0.00
H -0.71773 -5.31765 5.71864 -0.08 0.02 -0.01 0.00
H -2.43900 -4.96626 5.81442 0.04 0.03 0.01 0.00
H -2.60943 -2.13391 5.55366 -0.01 0.01 -0.03 0.00
H -3.48796 -3.09807 4.38119 0.06 0.03 0.03 0.00
H -2.44494 -1.79114 3.82158 -0.02 -0.06 0.04 0.00
H -1.08791 -5.41205 3.24990 0.02 -0.04 -0.02 0.00
H -1.50048 -3.97979 2.30041 -0.01 -0.01 0.05 0.00
H -2.72422 -4.79880 3.26744 0.06 0.01 0.00 0.00
```
Forces are in eV/Å.

The following is a DFT calculation (ωB97M-V/def2-TZVPD) of a cluster of 3 separate species, C43H51F7N3O6 in total.

The calculation puts the highest occupied orbital energy at -10.5 eV. As for the spin multiplicity: 1. As for the net charge: +1. The calculation puts the LUMO energy at -2.675 eV.

```
110
Properties=species:S:1:pos:R:3:forces:R:3:lowdin_charge:R:1
C 2.62707 4.53797 2.35830 0.01 -0.40 -0.30 -0.06
C 1.71564 4.20931 1.18929 0.06 -0.16 0.42 -0.26
O 2.20592 3.03197 0.54566 -0.13 -0.01 -0.27 -0.17
C 2.56048 3.19394 -0.81793 -0.05 -0.22 0.56 -0.18
C 2.67553 1.81044 -1.40377 -0.05 0.36 0.03 -0.14
O 1.36979 1.22883 -1.41316 -0.02 -0.09 -0.16 -0.07
C 1.28016 -0.14763 -1.25385 0.05 0.12 -0.04 -0.25
C 0.79179 -0.86150 -2.52641 0.11 -0.30 0.10 -0.06
N -0.58510 -1.35895 -2.56546 -0.26 0.32 0.05 -0.10
C -1.13727 -1.24567 -3.91499 0.32 -0.06 -0.25 -0.12
C -1.40798 0.17339 -4.44025 0.20 -0.02 -0.04 -0.18
F -2.70913 0.28020 -4.89145 -0.03 0.04 0.12 -0.03
C -1.41504 -0.90826 -1.45081 0.20 0.11 -0.48 -0.14
C -2.80047 -1.53047 -1.57398 0.03 -0.39 0.10 -0.21
O -2.92854 -2.71549 -1.68930 -0.03 0.15 -0.02 0.19
C -4.13369 -0.70837 -1.62588 0.16 -0.06 -0.08 -0.34
F -4.55977 -0.87716 -2.90230 -0.01 0.12 0.22 0.13
F -5.01676 -1.29261 -0.79687 0.08 0.06 -0.16 0.16
C -4.16796 0.82887 -1.38788 -0.37 0.10 0.01 -0.34
F -3.34834 1.42392 -2.27439 -0.03 -0.07 0.01 0.16
F -5.44536 1.20220 -1.65296 0.25 -0.05 0.03 0.17
C -3.85569 1.37666 0.03286 0.01 -0.08 -0.05 -0.32
F -2.50258 1.56068 0.16151 -0.27 -0.05 -0.04 0.12
F -4.25180 0.48550 0.95596 0.13 0.27 -0.08 0.15
C -4.52243 2.76589 0.24567 0.07 0.11 0.02 -0.40
O -4.24388 3.66426 -0.47648 0.00 -0.09 0.05 0.22
O -5.41602 2.81291 1.25990 0.16 -0.03 -0.13 0.14
C -0.70032 -1.33131 -0.13072 -0.30 -0.22 0.38 -0.24
C -0.15044 -2.78343 -0.17485 0.30 -0.12 0.12 -0.06
C 1.33390 -2.97229 0.20097 -0.09 -0.50 -0.23 -0.15
C 1.54853 -4.13570 1.18909 0.11 0.60 0.03 -0.20
N 1.56986 -3.55240 2.53049 0.10 -0.35 0.09 -0.04
C 2.82159 -2.88313 2.91076 -0.25 0.21 0.16 -0.16
C 2.49147 -1.70260 3.79232 0.17 0.06 0.04 -0.15
C 2.39907 -1.83891 5.17354 -0.05 0.10 0.07 -0.02
C 1.99604 -0.78258 5.97907 -0.04 0.09 -0.09 -0.07
C 1.68035 0.44188 5.40556 0.02 -0.05 -0.11 -0.06
C 1.79600 0.61215 4.03159 -0.06 -0.09 0.09 -0.02
C 2.20344 -0.45389 3.25174 -0.05 0.09 0.22 -0.25
O 2.30104 -0.22296 1.87548 0.18 -0.01 0.09 -0.02
C -1.54888 -1.16551 1.14085 -0.03 0.15 0.20 -0.14
C -2.62006 -2.03178 1.38034 0.02 0.04 0.06 -0.04
C -3.37329 -1.93575 2.53971 0.12 0.05 0.04 -0.05
C -3.06178 -0.98793 3.50788 0.02 -0.11 -0.18 -0.06
C -1.99274 -0.13634 3.29528 0.00 -0.10 -0.04 -0.06
C -1.24554 -0.22425 2.12547 -0.03 -0.03 -0.01 -0.04
N 0.38236 -0.29258 -0.05584 -0.32 -0.14 -0.34 0.15
H 2.66762 3.66150 3.00703 0.03 0.06 0.12 0.06
H 3.63577 4.70201 1.97960 0.04 0.24 0.15 0.07
H 2.26839 5.38628 2.93645 0.07 0.11 -0.05 0.08
H 0.71453 3.97693 1.56453 -0.09 0.12 -0.14 0.11
H 1.64604 5.03973 0.48593 -0.02 0.01 -0.05 0.12
H 3.53591 3.68481 -0.89119 -0.03 0.15 -0.20 0.14
H 1.79163 3.76845 -1.33953 0.08 0.06 -0.15 0.13
H 3.06103 1.86675 -2.42347 0.10 -0.10 0.00 0.14
H 3.34411 1.23054 -0.76343 0.03 -0.13 -0.08 0.13
H 2.24202 -0.57995 -0.97386 0.04 0.08 0.04 0.15
H 0.99329 -0.15377 -3.33432 -0.08 0.10 0.04 0.14
H 1.45765 -1.71247 -2.69840 0.00 -0.02 -0.01 0.13
H -0.39540 -1.69673 -4.57695 -0.02 -0.17 0.08 0.13
H -2.02619 -1.86643 -4.02607 -0.14 0.16 0.13 0.13
H -0.74968 0.41041 -5.27801 -0.09 -0.02 -0.07 0.12
H -1.22726 0.93153 -3.67364 -0.17 0.02 0.10 0.11
H -1.50587 0.18502 -1.44858 -0.18 0.01 0.15 0.14
H -4.97617 3.03317 2.09168 -0.13 0.00 0.10 0.14
H -0.72947 -3.36789 0.53403 -0.08 0.14 0.07 0.11
H -0.33584 -3.23543 -1.14621 -0.04 0.21 -0.09 0.13
H 1.93418 -3.14384 -0.69572 -0.02 0.11 -0.05 0.12
H 1.72812 -2.10291 0.71460 0.06 0.02 -0.12 0.06
H 2.46488 -4.67674 0.92697 0.02 -0.08 0.10 0.12
H 0.70932 -4.82638 1.13961 0.07 -0.14 -0.05 0.12
H 1.37416 -4.25315 3.23320 -0.18 -0.01 -0.04 0.12
H 3.34365 -2.55055 2.01039 0.04 -0.15 -0.05 0.11
H 3.51356 -3.54615 3.43649 0.03 -0.06 -0.04 0.13
H 2.63497 -2.78958 5.63648 0.03 -0.05 -0.08 0.12
H 1.92913 -0.90911 7.05072 0.00 -0.03 0.00 0.11
H 1.36159 1.27064 6.02267 0.01 0.01 0.02 0.11
H 1.57527 1.55814 3.55414 0.05 0.04 0.00 0.11
H 3.08697 -0.68052 1.55624 0.07 0.07 -0.01 0.11
H -2.87651 -2.80219 0.66856 0.02 -0.04 0.00 0.11
H -4.19649 -2.61990 2.69251 -0.02 0.00 -0.01 0.12
H -3.63829 -0.93044 4.42013 -0.02 0.02 0.02 0.11
H -1.72365 0.58938 4.05031 0.06 0.04 -0.01 0.11
H -0.41558 0.46605 2.03202 -0.04 0.01 0.02 0.10
H -0.09961 0.60909 0.00995 0.13 0.08 0.01 0.16
H 0.97298 -0.35596 0.79435 0.06 -0.10 0.02 0.11
C 6.62277 3.96342 3.27975 -0.01 0.00 -0.01 -0.10
C 7.98086 4.24912 3.27999 0.00 0.00 0.00 -0.09
C 8.87145 3.38948 2.65204 0.00 0.00 0.00 -0.09
C 8.40463 2.24591 2.01917 0.00 -0.01 -0.01 -0.09
C 7.04632 1.96140 2.01717 -0.01 0.01 0.00 -0.10
C 6.15585 2.81870 2.64908 -0.06 -0.03 -0.02 -0.11
H 5.92859 4.63276 3.77212 0.00 0.00 0.01 0.10
H 8.34583 5.14183 3.77054 0.00 0.00 0.01 0.10
H 9.93058 3.61046 2.65667 0.00 0.00 -0.01 0.10
H 9.09992 1.57723 1.52868 0.00 0.00 0.00 0.10
H 6.68276 1.06866 1.52295 0.01 -0.01 0.00 0.09
H 5.09554 2.59418 2.65064 0.00 0.00 0.00 0.08
C -6.24799 -0.98749 -5.78724 0.02 0.02 0.03 -0.10
C -6.66136 -0.85000 -7.10507 0.00 0.00 0.00 -0.09
C -6.89955 -1.97709 -7.87944 0.00 0.00 0.00 -0.09
C -6.72845 -3.24245 -7.33535 0.01 0.00 0.00 -0.10
C -6.31613 -3.37988 -6.01724 0.01 0.01 -0.02 -0.09
C -6.07373 -2.25254 -5.24351 -0.05 -0.09 -0.11 -0.10
H -6.06159 -0.10797 -5.18382 0.01 0.00 0.00 0.10
H -6.79994 0.13630 -7.52856 0.00 0.00 0.00 0.10
H -7.21975 -1.86922 -8.90758 -0.01 0.00 0.00 0.10
H -6.91774 -4.12085 -7.93860 0.00 0.00 0.00 0.10
H -6.18398 -4.36672 -5.59217 -0.01 0.00 0.00 0.10
H -5.75477 -2.36714 -4.21919 -0.01 -0.01 0.06 0.08
```
Forces are in eV/Å.

- net charge of number 2 (C43H51F7N3O6)?
  +1

- The highest net charge belongs to which entry?
  C43H51BrIN4OsP2Se2Si